## 1
# C4H8N2

C4H8N2 in the gas phase (ωB97M-V/def2-TZVPD, the Open Molecules 2025 dataset).

Geometry as XYZ:
```
14
Properties=species:S:1:pos:R:3:mulliken_charge:R:1
C -1.743 0.188 1.287 -0.2730
C 0.490 -0.475 -0.078 -0.1132
C -0.088 0.186 -1.289 -0.6084
C 1.418 -0.115 -1.192 -0.7899
H -2.554 0.250 2.001 0.2904
H -1.918 -0.086 0.221 0.2154
H 1.365 0.165 1.715 0.2549
H 0.206 -1.469 0.082 0.4471
H -0.233 1.281 -1.089 0.2657
H -0.843 -0.365 -1.825 0.3892
H 2.062 0.700 -0.910 0.2764
H 1.834 -0.828 -1.885 0.2497
N -0.576 0.309 1.852 -0.6579
N 0.578 0.258 1.110 0.0537
```

Computed properties:
Charge: 0
E_LUMO (hartree): 0.04377
Highest occupied orbital energy (eV): -8.73
Multiplicity: 1
Gap between HOMO and LUMO (eV): 9.92
SMILES: C=NNC1CC1



## 2
# C4H8N2

C4H8N2 in the gas phase (ωB97M-V/def2-TZVPD, the Open Molecules 2025 dataset).

Geometry as XYZ:
```
14
Properties=species:S:1:pos:R:3:mulliken_charge:R:1
C -0.465 1.385 0.177 -0.9718
N -0.467 0.039 -0.366 -0.0288
C -1.099 -0.903 0.541 -0.9257
C 0.775 -0.371 -0.971 -0.6987
C 1.964 -0.444 -0.075 0.4370
N 2.886 -0.476 0.624 -0.3966
H -1.473 1.811 0.107 0.3178
H 0.217 2.023 -0.393 0.3149
H -0.152 1.414 1.234 0.3375
H -0.752 -0.791 1.582 0.3318
H -0.913 -1.935 0.229 0.3103
H -2.184 -0.738 0.531 0.3026
H 1.018 0.335 -1.773 0.3330
H 0.645 -1.349 -1.448 0.3367
```

Computed properties:
Charge: 0
E_LUMO (hartree): 0.03029
Highest occupied orbital energy (eV): -9.18
Multiplicity: 1
Gap between HOMO and LUMO (eV): 10.00
SMILES: CN(C)CC#N



## 3
# C4H8N2

C4H8N2 in the gas phase (ωB97M-V/def2-TZVPD, the Open Molecules 2025 dataset).

Geometry as XYZ:
```
14
Properties=species:S:1:pos:R:3:mulliken_charge:R:1
C -0.468 0.946 -1.319 -0.2824
N -1.706 1.133 -0.546 -0.7195
C 0.347 0.709 -0.097 -0.5046
C 0.281 -0.495 0.500 0.3205
C 1.136 -1.657 0.454 -0.4192
N 0.875 -0.914 1.729 -0.5798
H -0.227 1.829 -1.925 0.2989
H -0.595 0.071 -1.971 0.2314
H -1.712 2.005 -0.025 0.2840
H 0.650 1.602 0.444 0.2994
H -1.717 0.329 0.088 0.3468
H 2.119 -1.406 0.058 0.2205
H 0.826 -2.687 0.348 0.2554
H 0.192 -1.464 2.261 0.2486
```

Computed properties:
Charge: 0
E_LUMO (hartree): 0.02580
Highest occupied orbital energy (eV): -7.94
Multiplicity: 1
Gap between HOMO and LUMO (eV): 8.65
SMILES: NC/C=C1\CN1



## 4
# C4H8N2

A molecular structure, C4H8N2 (ωB97M-V/def2-TZVPD, the Open Molecules 2025 dataset).

Geometry as XYZ:
```
14
Properties=species:S:1:pos:R:3:mulliken_charge:R:1
C -1.233 1.178 -0.049 -0.9532
C 0.139 -0.820 -0.047 0.2760
N -0.782 -1.741 0.216 -0.4371
C 1.477 -0.684 0.195 -0.6077
C 1.468 0.736 -0.155 -0.2911
N -0.100 0.399 -0.533 -0.2098
H -0.483 -2.665 0.496 0.2289
H -1.625 -1.755 -0.345 0.2127
H 2.280 -1.381 0.376 0.3701
H -1.147 2.203 -0.418 0.3207
H -1.291 1.199 1.046 0.3227
H -2.174 0.774 -0.439 0.3168
H 2.083 1.086 -0.989 0.2346
H 1.388 1.472 0.645 0.2166
```

Computed properties:
Charge: 0
E_LUMO (hartree): 0.03986
Highest occupied orbital energy (eV): -7.14
Multiplicity: 1
Gap between HOMO and LUMO (eV): 8.22



The relative energies come out as 1 172.2; 2 0.0; 3 297.9; 4 122.1, with values in kJ/mol.



## 1
# C4H8N2

2 unconnected molecules or ions with the total composition C4H8N2 (ωB97M-V/def2-TZVPD, the Open Molecules 2025 dataset).

Geometry as XYZ:
```
14
Properties=species:S:1:pos:R:3:mulliken_charge:R:1
C 1.037 -1.183 0.896 0.4292
C -2.596 0.045 -1.516 -0.4906
C 1.953 1.076 0.713 -0.7575
C -1.595 0.394 -0.714 -0.3925
N 1.079 -2.405 0.789 -0.5301
N 1.020 -0.034 0.565 -0.2144
H 0.922 -2.949 1.590 0.2504
H -3.516 -0.564 -1.326 0.2341
H -2.560 0.170 -2.640 0.1866
H 1.765 1.806 -0.041 0.2652
H 1.811 1.701 1.657 0.2771
H 3.083 0.822 0.687 0.2891
H -0.871 1.001 -0.972 0.2428
H -1.531 0.120 0.310 0.2106
```

Computed properties:
Charge: 0
E_LUMO (hartree): 0.02667
Highest occupied orbital energy (eV): -9.70
Multiplicity: 1
Gap between HOMO and LUMO (eV): 10.42
SMILES: CN=C=N.C=C



## 2
# C4H8N2

C4H8N2 in the gas phase (ωB97M-V/def2-TZVPD, the Open Molecules 2025 dataset).

Geometry as XYZ:
```
14
Properties=species:S:1:pos:R:3:mulliken_charge:R:1
C 0.546 -1.568 -0.007 -1.2475
C -0.786 0.017 -1.525 -1.1860
C 0.239 -0.161 -0.443 1.1727
C 0.022 1.613 1.857 -0.4398
N 1.070 0.931 -0.176 -0.9815
N 0.390 0.787 0.944 0.1627
H 0.876 -2.130 -0.890 0.3656
H -1.127 -0.924 -1.960 0.3258
H -0.342 -2.069 0.385 0.2864
H 1.334 -1.583 0.742 0.3701
H -0.356 0.650 -2.307 0.3534
H -1.652 0.550 -1.127 0.2916
H 0.351 2.647 1.823 0.2801
H -0.565 1.241 2.684 0.2464
```

Computed properties:
Charge: 0
E_LUMO (hartree): 0.03506
Highest occupied orbital energy (eV): -7.86
Multiplicity: 1
Gap between HOMO and LUMO (eV): 8.81



The relative energies come out as 1 0.0; 2 106.4, with values in kJ/mol.



## 1
# C5H10O3

2 unconnected molecules or ions with the total composition C5H10O3 (ωB97M-V/def2-TZVPD, the Open Molecules 2025 dataset).

Geometry as XYZ:
```
18
Properties=species:S:1:pos:R:3:mulliken_charge:R:1
O 2.026 -2.511 0.796 -0.5225
C 1.210 -1.601 0.947 -0.0043
C 1.202 -0.450 -0.139 -0.2183
C -0.068 -0.619 -0.975 -0.7354
C -1.288 0.158 -0.411 -0.3786
C -2.108 -0.549 0.594 -0.0979
O -1.622 -1.291 1.434 -0.5357
H 0.297 -1.597 1.551 0.4104
H 1.146 0.528 0.476 -0.0957
H 2.189 -0.407 -0.585 0.4079
H 0.113 -0.255 -1.941 0.4877
H -0.386 -1.686 -1.389 0.3378
H -1.265 1.105 0.017 0.2930
H -1.805 0.444 -1.533 0.2187
H -3.178 -0.467 0.677 0.4187
H 1.148 3.602 -0.419 0.2835
H 1.548 2.582 0.703 0.3297
O 0.840 3.013 0.196 -0.5991
```

Computed properties:
Charge: 0
E_LUMO (hartree): 0.02077
Highest occupied orbital energy (eV): -9.01
Multiplicity: 1
Gap between HOMO and LUMO (eV): 9.57
SMILES: O=CCCCC=O.O



## 2
# C5H10O3

C5H10O3 in the gas phase (ωB97M-V/def2-TZVPD, the Open Molecules 2025 dataset).

Geometry as XYZ:
```
18
Properties=species:S:1:pos:R:3:mulliken_charge:R:1
C 1.670 -1.138 -1.252 -0.6419
O 1.242 -0.234 0.833 -0.2457
O 1.227 0.706 1.904 -0.3727
H 1.700 0.236 2.610 0.3117
H 2.606 -0.839 -0.788 0.2608
H 1.316 -0.372 -1.931 0.2858
H 1.880 -2.077 -1.752 0.2753
C -0.753 1.276 -0.910 -1.2788
C -1.088 0.327 0.198 0.9318
C -0.103 -0.790 0.469 0.2327
C -2.179 0.427 0.943 -1.1218
O 0.218 -1.587 -0.579 -0.4612
H -0.435 -1.395 1.330 0.3277
H -0.742 0.748 -1.865 0.2422
H -1.480 2.085 -0.964 0.4090
H 0.236 1.708 -0.747 0.3061
H -2.399 -0.278 1.731 0.2623
H -2.916 1.199 0.769 0.2766
```

Computed properties:
Charge: 0
E_LUMO (hartree): 0.02928
Highest occupied orbital energy (eV): -9.68
Multiplicity: 1
Gap between HOMO and LUMO (eV): 10.48
SMILES: C=C(C)[C@@H](OC)OO



The relative energies come out as 1 0.0; 2 233.4, with values in kJ/mol.



## 1
# C5H10O3

C5H10O3 in the gas phase (ωB97M-V/def2-TZVPD, the Open Molecules 2025 dataset).

Geometry as XYZ:
```
18
Properties=species:S:1:pos:R:3:mulliken_charge:R:1
C 1.231 -0.731 1.288 -1.6177
C 0.820 0.015 0.040 1.6062
C 2.014 0.399 -0.795 -1.5171
C -1.228 -1.103 -0.436 -0.3191
C -1.265 1.154 -0.028 -0.1990
H 1.667 0.018 1.957 0.3583
H 0.329 -1.106 1.687 0.4220
H 1.862 -1.574 1.075 0.3345
H 1.606 0.916 -1.697 0.3452
H 2.557 -0.503 -1.122 0.3272
H 2.643 1.063 -0.233 0.3886
H -1.242 -2.035 0.119 0.3147
H -1.948 -1.187 -1.236 0.3222
H -1.405 1.271 -1.095 0.3414
H -1.782 1.879 0.618 0.2308
O 0.056 -0.753 -0.845 -0.4539
O -1.851 -0.086 0.386 -0.4315
O 0.079 1.195 0.398 -0.4526
```

Computed properties:
Charge: 0
E_LUMO (hartree): 0.03480
Highest occupied orbital energy (eV): -9.96
Multiplicity: 1
Gap between HOMO and LUMO (eV): 10.91
SMILES: CC1(C)OCOCO1



## 2
# C5H10O3

2 unconnected molecules or ions with the total composition C5H10O3 (ωB97M-V/def2-TZVPD, the Open Molecules 2025 dataset).

Geometry as XYZ:
```
18
Properties=species:S:1:pos:R:3:mulliken_charge:R:1
C 1.242 -1.149 0.911 -0.9569
C -1.211 1.428 -0.250 -1.4863
C 1.695 0.839 -0.534 -1.4315
C -0.541 0.347 0.542 1.0857
C 0.857 0.081 0.460 0.6167
O -0.648 -1.457 -0.377 -0.3985
O -1.104 -2.160 -1.532 -0.4392
O -1.129 0.032 1.727 -0.4548
H -1.517 -2.936 -1.121 0.3032
H -2.087 0.044 1.618 0.3796
H 2.176 -1.585 0.585 0.3032
H 0.685 -1.676 1.666 0.2472
H -2.277 1.210 -0.339 0.4862
H -1.104 2.391 0.257 0.3269
H -0.789 1.505 -1.248 0.3463
H 1.634 1.916 -0.371 0.3254
H 1.377 0.623 -1.556 0.3401
H 2.741 0.548 -0.439 0.4067
```

Computed properties:
Charge: 0
E_LUMO (spin up / spin down) (hartree): 0.01622 / 0.01623
Highest occupied orbital energy (spin up / spin down) (eV): -7.91 / -7.91
Multiplicity: 1
Gap between HOMO and LUMO (spin up / spin down) (eV): 8.35 / 8.35



The relative energies come out as 1 0.0; 2 449.5, with values in kJ/mol.



## 1
# C6H6N2

A molecular structure, C6H6N2 (ωB97M-V/def2-TZVPD, the Open Molecules 2025 dataset).

Geometry as XYZ:
```
14
Properties=species:S:1:pos:R:3:mulliken_charge:R:1
C -0.870 -0.589 -1.814 -0.4437
C 0.504 -0.700 -1.452 -0.8438
C 0.665 -0.076 -0.273 0.9556
C 1.603 0.302 0.641 -0.5126
C 0.927 0.664 1.818 -0.0559
C -0.621 0.020 0.181 -0.1236
H -1.278 -0.702 -2.807 0.4085
H 1.402 -0.734 -1.983 0.4196
H 2.639 0.757 0.177 0.1948
H 1.672 0.886 2.676 0.3242
H -0.833 -0.664 2.824 0.1824
H -2.626 0.455 -1.043 0.4075
N -0.406 0.596 1.466 -0.6232
N -1.625 -0.272 -0.672 -0.2898
```

Computed properties:
Charge: 0
E_LUMO (hartree): -0.05249
Highest occupied orbital energy (eV): -7.74
Multiplicity: 1
Gap between HOMO and LUMO (eV): 6.31



## 2
# C6H6N2

C6H6N2 in the gas phase (ωB97M-V/def2-TZVPD, the Open Molecules 2025 dataset).

Geometry as XYZ:
```
14
Properties=species:S:1:pos:R:3:mulliken_charge:R:1
C -2.727 -0.806 -0.117 -0.0830
C -1.659 -0.191 -0.096 -1.2751
C -0.345 0.353 -0.001 1.7573
C 0.705 -0.277 0.996 -0.6162
C 1.765 -0.556 -0.261 -0.4587
C -0.547 1.889 0.040 -0.1516
H -3.769 -1.060 -0.235 0.4349
H 1.060 0.702 1.689 0.2785
H 0.176 -1.122 1.590 0.3318
H 2.944 -0.282 -0.247 0.2635
H 1.806 -1.757 -0.433 0.2071
H 0.309 -0.160 -1.864 0.2405
N 0.620 0.203 -1.011 -0.4182
N -0.338 3.063 -0.050 -0.5109
```

Computed properties:
Charge: 0
E_LUMO (hartree): 0.02876
Highest occupied orbital energy (eV): -9.64
Multiplicity: 1
Gap between HOMO and LUMO (eV): 10.42
SMILES: C#C[C@@]1(C#N)CCN1



The relative energies come out as 1 296.4; 2 0.0, with values in kJ/mol.



## 1
# C6H6N2

A molecular structure, C6H6N2 (ωB97M-V/def2-TZVPD, the Open Molecules 2025 dataset).

Geometry as XYZ:
```
14
Properties=species:S:1:pos:R:3:mulliken_charge:R:1
C -0.023 -1.340 -1.309 -0.5284
C 0.430 0.170 -1.761 -0.3426
C 0.084 0.725 -0.485 0.3965
C 0.154 1.305 1.682 0.0022
C -0.675 0.103 2.153 -0.2558
C -0.474 -0.450 -0.042 0.5132
H 0.964 -2.106 -1.105 0.2094
H -0.878 -2.186 -1.892 0.2370
H 1.595 0.226 -1.761 0.1632
H 0.124 0.610 -2.745 0.3312
H 0.244 2.075 2.553 0.2750
H -1.152 0.109 3.153 0.3450
N 0.538 1.560 0.442 -0.6915
N -0.932 -0.800 1.116 -0.6544
```

Computed properties:
Charge: 0
E_LUMO (hartree): 0.00715
Highest occupied orbital energy (eV): -8.71
Multiplicity: 1
Gap between HOMO and LUMO (eV): 8.90



## 2
# C6H6N2

A molecular structure, C6H6N2 (ωB97M-V/def2-TZVPD, the Open Molecules 2025 dataset).

Geometry as XYZ:
```
14
Properties=species:S:1:pos:R:3:mulliken_charge:R:1
C -1.636 0.971 0.118 0.7346
C -0.968 -1.299 -0.033 -0.3761
C 0.450 -0.790 -0.110 -0.1999
C -2.207 -0.877 0.040 -0.1003
C 0.882 0.420 -0.091 0.3371
C 2.198 1.197 0.034 -1.1874
N -0.465 1.263 0.187 -0.4175
N -2.866 0.548 -0.004 -0.6288
H -0.904 -2.390 -0.208 0.1819
H 1.098 -1.664 -0.130 0.2901
H -3.014 -1.535 0.213 0.4062
H 1.993 2.201 0.318 0.3204
H 2.687 1.254 -1.021 0.2615
H 2.752 0.701 0.687 0.3781
```

Computed properties:
Charge: 0
E_LUMO (hartree): 0.01668
Highest occupied orbital energy (eV): -8.06
Multiplicity: 1
Gap between HOMO and LUMO (eV): 8.52



The relative energies come out as 1 0.0; 2 42.3, with values in kJ/mol.